# 1
Molecular formula: C40H32N2O13SiTl
Method: DFT, ωB97M-V with the def2-TZVPD basis set

XYZ file:
```
89
Properties=species:S:1:pos:R:3:forces:R:3
Tl 0.1596 1.0447 0.2535 0.2 0.3 -0.1
Si 2.1329 -2.4694 0.5110 0.2 -0.1 0.0
O 2.0160 -0.5924 -2.1426 0.4 0.2 0.3
O -2.5488 7.8951 -2.2860 -0.1 -0.1 -0.1
O 1.8895 0.7685 -3.8961 0.1 0.2 -0.1
O -1.3362 9.1190 -1.0069 0.1 0.1 0.0
O -2.2791 2.3274 0.3238 0.4 0.1 -0.4
O 2.1505 -2.7952 -1.4604 0.4 -0.5 0.5
O 1.0232 -1.4312 -0.2735 -0.3 0.6 0.5
O -1.1972 -0.1125 -1.9792 0.0 0.4 0.3
O -2.1572 -0.2050 0.8407 0.0 0.2 0.1
O 1.5202 2.3832 2.6335 -0.2 0.0 0.1
O -4.1866 0.6743 1.1714 -0.3 0.2 0.2
O 1.3508 3.0148 4.7583 -0.1 0.1 0.7
O -4.0998 3.5499 -0.1325 -0.5 0.0 -0.2
N -1.8352 8.0508 -1.3161 -0.2 0.7 -0.4
N -1.1166 1.5689 2.6912 0.1 0.1 -0.1
C 0.8399 2.5434 3.6132 0.7 0.1 -0.5
C 4.9335 -3.1718 0.7750 -0.1 -0.1 0.0
C -0.3068 5.9184 1.2909 0.0 0.0 0.0
C 1.3310 -1.7710 -1.5623 -0.5 -0.4 -1.1
C 0.6993 -4.9528 0.0452 0.0 0.1 -0.2
C -2.3219 5.7584 -0.6206 0.1 0.3 -0.2
C 0.3466 -1.5584 2.6113 0.0 -0.1 0.1
C 6.7723 -1.7368 0.1948 0.1 -0.1 0.0
C 2.5974 -0.8998 2.9874 0.2 0.0 -0.1
C -2.8645 0.6318 1.3745 -0.2 -1.1 0.0
C -2.9090 3.4003 0.0931 0.4 0.7 0.1
C -2.0400 4.6632 0.1783 -0.2 -0.2 0.1
C -0.0340 -0.9572 3.7988 -0.1 -0.2 0.0
C -2.3721 -1.9660 -2.7109 -0.1 0.0 0.2
C -1.0575 -0.1075 -3.3834 0.0 0.0 -0.9
C -1.5691 6.9179 -0.4770 0.2 -1.2 0.9
C 1.6763 -1.5665 2.1864 0.3 -0.3 -0.2
C 1.6145 -4.6946 2.2246 0.0 0.0 0.1
C 5.8712 -0.7327 -0.1191 0.0 0.2 0.0
C 0.0917 -1.9756 -2.4718 0.1 0.1 0.3
C -3.3211 1.9902 3.4781 0.1 -0.2 -0.2
C 2.2258 -0.2755 4.1667 0.0 0.0 0.2
C -2.2699 -0.9392 -3.8544 0.1 0.3 0.0
C 0.2147 -0.9560 -3.6004 0.1 0.3 0.1
C 0.9072 -0.3126 4.5850 0.0 -0.1 0.2
C -2.8170 2.7573 4.5134 0.1 -0.1 -0.1
C -0.5754 7.0142 0.4939 0.0 0.2 -0.2
C 6.2961 -2.9590 0.6404 0.2 -0.1 0.1
C 4.5114 -0.9572 0.0064 -0.1 0.0 0.0
C -1.2141 -1.5199 -1.8036 -0.1 -0.9 0.1
C 0.2751 -6.6215 1.7153 0.0 0.0 0.0
C -1.4454 2.9494 4.6081 0.1 -0.2 -0.1
C -0.6331 2.3255 3.6652 -0.5 0.1 0.2
C 1.4521 -4.1959 0.9364 0.4 0.4 -0.1
C 4.0145 -2.1816 0.4477 -0.4 -0.2 0.1
C 1.4666 -0.1552 -3.2517 -0.5 -0.1 -0.6
C 1.0369 -5.8909 2.6127 0.0 -0.2 0.2
C 0.1137 -6.1481 0.4247 -0.2 -0.1 0.0
C -2.4232 1.4184 2.5735 -0.2 0.3 0.5
C -1.0154 4.7394 1.1141 -0.1 0.1 -0.2
H -3.4827 3.2180 5.2299 0.0 0.0 0.0
H -0.4804 -6.7105 -0.2845 0.0 0.0 0.0
H 2.1962 -4.1241 2.9346 0.0 0.1 0.2
H -0.9989 0.9086 -3.7698 0.0 0.0 0.1
H -3.1203 5.7111 -1.3446 -0.1 0.0 0.0
H 0.5814 -4.5940 -0.9657 0.0 0.0 -0.1
H -2.1001 -1.3970 -4.8280 0.0 0.0 0.0
H 6.2297 0.2289 -0.4641 0.0 0.0 0.0
H 0.6130 0.1642 5.5128 0.0 0.0 0.0
H 7.8379 -1.5649 0.1006 0.0 0.0 0.0
H 0.2820 -1.3530 -4.6121 0.1 0.0 0.0
H 1.1647 -6.2574 3.6228 0.1 0.0 0.1
H 3.6323 -0.8681 2.6792 0.2 0.0 0.0
H 4.5719 -4.1269 1.1319 0.0 -0.2 0.0
H -0.7814 3.8652 1.6998 0.0 -0.1 0.0
H 0.4582 5.9809 2.0504 0.1 0.0 0.0
H -4.3784 1.8318 3.3445 -0.1 0.0 0.0
H 3.8140 -0.1768 -0.2603 0.0 0.2 -0.1
H -0.3971 -2.0564 2.0053 -0.2 0.0 0.0
H -1.3013 -1.7552 -0.7484 -0.1 -0.1 -0.1
H 0.0704 -3.0161 -2.7897 0.0 0.0 0.0
H -1.0682 -0.9948 4.1195 -0.1 0.0 0.0
H -2.2448 -2.9923 -3.0480 0.0 -0.1 0.0
H -3.1600 -0.3120 -3.9079 0.0 0.0 0.0
H 2.3123 3.1084 4.6616 -0.2 -0.1 -0.2
H -0.1952 -7.5492 2.0192 0.0 0.0 0.0
H -3.3218 -1.8844 -2.1876 -0.1 0.0 0.0
H -1.0095 3.5717 5.3728 0.0 0.0 0.1
H -4.3715 0.2816 0.3044 0.2 0.0 0.2
H -0.0214 7.9363 0.5918 0.0 0.0 0.0
H 6.9915 -3.7502 0.8906 0.0 0.0 0.0
H 2.9670 0.2331 4.7725 0.1 0.0 0.0
```
Forces are in eV/Å.

## Properties
Total charge: -1
LUMO energy in eV: 1.636
Relative energy (zero: lowest compared OMol25 entry of this formula, charge and spin) in kcal per mole: 0.0

# 2
Molecular formula: C6H10O
Method: DFT, ωB97M-V with the def2-TZVPD basis set

XYZ file:
```
17
Properties=species:S:1:pos:R:3:forces:R:3
O 0.1295 -0.8214 1.2267 -0.1 0.3 0.0
C -1.2016 1.4299 -0.4595 -0.3 0.0 0.2
C 0.8451 -0.8599 -0.0583 0.1 0.0 -0.2
C -0.0604 -1.3665 -1.1730 0.0 0.0 0.0
C -0.7657 0.0628 1.5590 0.0 -0.2 0.0
C 1.5748 0.4733 -0.2621 0.1 -0.1 0.0
C -1.4388 1.0685 0.8743 0.0 0.0 -0.1
H -0.8648 -0.6589 -1.3755 0.2 -0.1 0.0
H 1.4386 0.8522 -1.2756 0.1 -0.1 0.1
H -1.0030 -0.0751 2.6150 -0.1 0.0 -0.1
H -1.9065 2.2363 -0.7245 0.0 0.0 0.1
H 2.6372 0.3637 -0.0230 -0.1 0.0 -0.1
H -2.1854 1.5347 1.5225 0.1 0.1 0.0
H 1.5771 -1.6457 0.1527 -0.1 0.2 0.0
H 0.5371 -1.4672 -2.0855 0.0 0.0 0.1
H 1.1533 1.2257 0.4065 0.2 -0.1 -0.2
H -0.4664 -2.3523 -0.9199 0.1 0.2 0.0
```
Forces are in eV/Å.

## Properties
Total charge: 0
LUMO energy in eV: -0.309
Relative energy (zero: lowest compared OMol25 entry of this formula, charge and spin) in kcal per mole: 92.8

# 3
Molecular formula: C19H13FN4O4S2
Method: DFT, ωB97M-V with the def2-TZVPD basis set

XYZ file:
```
43
Properties=species:S:1:pos:R:3:forces:R:3
S 1.4656 3.5445 2.1020 -1.1 0.3 0.5
S 1.8037 5.1708 -0.4853 3.2 1.4 0.1
F 2.1398 -3.2000 3.3777 -0.5 0.0 -0.6
O -1.7941 -1.1414 -2.7916 1.1 0.6 0.6
O 3.1679 4.6223 -0.3517 -2.9 0.1 -0.1
O -2.5328 -5.4408 -1.5133 1.0 0.9 0.4
O 1.7715 6.6432 -0.5488 -1.1 -2.8 -0.3
N -0.1766 -1.9231 -1.4756 0.7 0.3 0.3
N -1.7432 -5.8442 0.6115 -1.0 -0.9 0.0
N 1.0720 4.5432 -1.8917 0.9 0.8 1.2
N -0.6036 -3.2711 -1.6591 -0.6 0.3 2.1
C -1.0050 1.5380 -2.6088 -0.7 1.4 -0.2
C 1.1003 -3.7659 2.7075 -0.5 0.3 -1.2
C -0.1265 3.4019 2.8680 0.7 -0.3 -0.1
C -0.7775 -0.8578 -2.1387 -2.6 -2.7 -1.3
C 1.0318 0.8157 -1.5945 -0.7 0.7 0.0
C 1.4848 2.1363 -1.5488 0.4 -0.3 0.1
C -0.9022 -5.1941 1.3840 -1.4 -1.2 -0.7
C -1.0938 4.0100 2.1329 1.7 0.3 -0.9
C 0.4215 -4.8173 3.3703 -1.1 -0.9 -0.7
C -1.7913 -5.1509 -0.5813 -2.8 -3.7 -0.4
C 0.6800 3.2034 -1.9812 -0.9 -1.1 -0.3
C -0.5719 -5.5126 2.7019 1.1 0.0 2.2
C 0.6952 -3.3864 1.4449 1.8 0.8 1.0
C 0.7956 4.5382 0.8366 0.0 -0.5 0.1
C -0.2698 0.5081 -2.0919 2.9 0.2 1.1
C -0.5669 2.8851 -2.5455 0.0 -0.9 0.1
C -0.3145 -4.0972 0.7658 0.5 2.2 -2.4
C -0.5556 4.6563 0.9466 -1.0 0.0 0.6
C -0.8730 -4.0491 -0.5449 3.6 3.5 0.5
H -1.0930 -6.3137 3.2055 0.0 -0.1 -0.1
H 2.5028 2.3262 -1.1968 -0.4 0.1 0.0
H 1.7099 0.0626 -1.1977 -0.2 0.0 -0.2
H -1.9735 1.2672 -3.0272 0.2 0.3 0.0
H 0.7123 -5.0911 4.3768 0.0 0.1 0.0
H -1.2094 3.6748 -2.9316 0.1 -0.2 0.1
H -2.1031 3.9917 2.4517 -0.8 0.2 -0.1
H 1.2344 -2.6009 0.9363 0.1 0.2 0.2
H -0.3270 2.8621 3.8192 0.6 0.4 -0.9
H 0.4100 5.2309 -2.1983 -0.4 0.2 -0.4
H -1.2064 5.1961 0.2551 0.4 -0.1 0.1
H -1.2905 -3.3862 -2.4000 0.0 0.3 -0.2
H 0.7022 -1.7849 -0.9903 -0.3 -0.4 -0.3
```
Forces are in eV/Å.

## Properties
Total charge: 0
Structure (SMILES): O=C1N=c2ccc(F)cc2=C1NNC(=O)c1ccc(NS(=O)(=O)c2cccs2)cc1
LUMO energy in eV: -2.305
Relative energy (zero: lowest compared OMol25 entry of this formula, charge and spin) in kcal per mole: 0.0

# 4
Molecular formula: C17H28CaNO2P2
Method: DFT, ωB97M-V with the def2-TZVPD basis set

XYZ file:
```
51
Properties=species:S:1:pos:R:3:forces:R:3
Ca 0.0728 -0.5654 0.9349 -0.2 -1.7 -0.2
P 2.6290 -1.1838 0.0782 1.3 0.4 -1.0
P -2.5469 -0.1224 0.0468 0.2 -0.7 0.3
O -1.8576 -2.4191 -3.0056 -0.6 1.0 -0.5
O -0.3193 -4.0700 -1.5871 0.0 1.6 0.8
N 0.2877 0.3935 -1.2890 -0.2 0.2 -0.6
C -2.1299 0.2557 -1.6520 -0.1 1.0 -0.3
C -0.6742 1.3539 -3.2984 -0.5 -0.1 0.3
C -0.0426 2.5217 2.5331 0.0 0.8 0.4
C -0.1318 3.2734 3.7368 0.0 -0.6 -0.2
C 3.3010 -2.3791 -1.1413 -0.7 -0.5 0.3
C 1.4945 0.7202 -1.7685 -0.2 0.0 0.6
C -3.4449 1.3147 0.7008 -0.2 0.2 -0.3
C 1.6599 1.4930 -2.9180 0.0 0.2 -0.3
C 4.1073 -0.8994 1.0948 0.1 -0.1 0.5
C -0.2408 2.6082 4.9658 0.0 -0.2 -0.1
C 2.7419 0.3376 -0.9908 -0.1 0.4 -0.1
C 0.5637 1.8164 -3.7033 0.1 -0.1 0.2
C -0.8294 0.6818 -2.0551 0.5 -0.1 -0.5
C -0.1653 0.4488 3.8286 -0.1 -0.1 0.8
C -0.2546 1.2095 5.0241 0.0 0.1 -0.6
C -0.0628 1.1521 2.6499 0.0 1.0 1.0
C -3.7850 -1.4469 -0.0985 0.1 -0.1 0.2
H 3.2367 -3.3677 -0.6704 0.1 0.1 -0.3
H -3.5799 1.1719 1.7835 0.0 0.1 -0.4
H -2.1572 -2.7784 -3.8558 0.1 0.3 0.3
H -0.3341 0.6824 5.9779 0.0 0.2 -0.3
H 5.0405 -0.8228 0.5236 -0.3 0.0 0.1
H -1.5720 1.5385 -3.8846 0.2 0.0 0.0
H 0.6800 2.4119 -4.6050 -0.1 -0.1 0.1
H -4.6552 -1.1262 -0.6798 0.1 -0.1 0.1
H -0.1167 4.3670 3.7045 0.0 -0.4 -0.1
H -0.1207 -2.6639 0.5693 -0.1 0.6 0.3
H 3.9546 0.0062 1.6928 0.2 -0.2 0.0
H -0.9475 -3.4733 -2.0687 0.9 -0.9 0.6
H 4.1696 -1.7517 1.7807 0.2 0.2 0.0
H 0.0407 3.0605 1.5807 0.0 -0.3 0.4
H -2.8351 2.2117 0.5260 -0.3 -0.2 0.1
H -2.9288 0.4035 -2.3979 0.3 -0.1 0.3
H 2.6477 -2.3878 -2.0224 0.2 -0.1 0.2
H -4.4112 1.3975 0.1896 0.1 0.3 0.3
H -0.3148 3.1821 5.8958 0.0 -0.2 -0.4
H 4.3405 -2.1639 -1.4222 -0.3 0.1 0.1
H -0.1814 -0.6487 3.9181 0.0 0.5 -0.2
H -0.0808 -3.4926 -0.7847 -0.5 -1.2 -1.1
H -2.0524 -1.4568 -2.9834 0.2 -1.1 -0.3
H 3.5530 0.1881 -1.7281 -0.2 0.3 0.5
H 2.9917 1.1958 -0.3371 0.1 -0.3 -0.3
H 2.6539 1.8530 -3.1531 -0.1 -0.1 -0.2
H -4.0861 -1.7085 0.9259 -0.1 0.0 -0.3
H -3.3074 -2.3224 -0.5616 -0.2 0.2 0.1
```
Forces are in eV/Å.

## Properties
Total charge: +1
LUMO energy (spin up / spin down) in eV: -4.943 / -5.364
Relative energy (zero: lowest compared OMol25 entry of this formula, charge and spin) in kcal per mole: 4.6

# 5
Molecular formula: C4H6N2
Method: DFT, ωB97M-V with the def2-TZVPD basis set

XYZ file:
```
12
Properties=species:S:1:pos:R:3:forces:R:3
N -0.9638 -0.5521 1.5753 -0.1 -0.1 -0.1
N 0.2308 1.1409 0.2459 0.0 0.1 0.1
C 1.0345 -0.0406 -1.4752 0.2 0.2 -0.1
C 1.2452 1.2160 -0.9969 -0.2 -0.5 0.0
C 0.1680 -0.9000 -0.6660 -0.1 0.1 0.2
C -0.2896 -0.2120 0.3891 0.2 0.0 -0.4
H 0.5440 1.5802 1.1109 0.1 -0.1 -0.2
H -1.8890 -0.1391 1.6475 0.1 0.0 0.0
H -1.0573 -1.5584 1.6588 0.1 0.2 0.0
H -0.0663 -1.9408 -0.8678 0.0 0.2 0.0
H 1.4717 -0.3712 -2.4110 0.1 0.0 0.2
H -0.4284 1.7771 -0.2106 -0.2 0.0 0.3
```
Forces are in eV/Å.

## Properties
Total charge: 0
LUMO energy in eV: 0.565
Relative energy (zero: lowest compared OMol25 entry of this formula, charge and spin) in kcal per mole: 85.7